C44H54F2N2O35S | the ωB97M-V functional and the def2-TZVPD basis

Bonds (Å) are listed after each position.
Element x y z (Å)
1 C 1.3265 -3.8582 2.6354  C2 1.540, H25 1.082, H26 1.083, H27 1.081
2 C 0.7074 -4.4101 1.3377  C1 1.540, C3 1.523, H28 1.083, H29 1.084
3 C -0.1070 -3.3736 0.5743  C2 1.523, O4 1.466, H30 1.079, H31 1.085
4 O -1.4134 -3.9488 0.2401  C3 1.466, C5 1.349
5 C -2.3977 -3.0265 0.2038  O4 1.349, C6 1.343, C23 1.502
6 C -2.8685 -2.4636 -0.9206  C5 1.343, N7 1.439, C14 1.481
7 N -2.3817 -2.8885 -2.2069  C6 1.439, C8 1.427, C11 1.437
8 C -2.7214 -4.2377 -2.5250  N7 1.427, O9 1.187, F10 1.315
9 O -2.2566 -4.8153 -3.4516  C8 1.187
10 F -3.5757 -4.7858 -1.6897  C8 1.315
11 C -2.8961 -2.0773 -3.2752  N7 1.437, O12 1.192, F13 1.316
12 O -3.9325 -2.3436 -3.8015  C11 1.192
13 F -2.1799 -1.0463 -3.6706  C11 1.316
14 C -3.9023 -1.4145 -0.7640  C6 1.481, O15 1.218, C16 1.483
15 O -3.8901 -0.3925 -1.4264  C14 1.218
16 C -4.9109 -1.6955 0.2865  C14 1.483, S17 1.746, C18 1.349
17 S -6.5736 -1.2671 -0.0277  C16 1.746, H32 1.339
18 C -4.4732 -2.2676 1.4269  C16 1.349, N19 1.369, C23 1.503
19 N -5.2126 -2.5656 2.5401  C18 1.369, C20 1.279
20 C -5.7348 -3.7220 2.7015  N19 1.279, C21 1.489, C22 1.496
21 C -5.8421 -4.2616 4.0849  C20 1.489, H33 1.086, H34 1.084, H35 1.082
22 C -6.3047 -4.5613 1.6015  C20 1.496, H36 1.079, H37 1.086, H38 1.086
23 C -3.0069 -2.5898 1.5052  C5 1.502, C18 1.503, O24 1.209
24 O -2.3483 -2.4670 2.5118  C23 1.209
25 H 2.4071 -3.8276 2.5840  C1 1.082
26 H 1.0117 -4.4415 3.4924  C1 1.083
27 H 1.0087 -2.8414 2.8169  C1 1.081
28 H 0.0825 -5.2549 1.6009  C2 1.083
29 H 1.4931 -4.7965 0.6994  C2 1.084
30 H -0.2411 -2.4733 1.1531  C3 1.079
31 H 0.4107 -3.1290 -0.3468  C3 1.085
32 H -6.7141 0.0111 0.3452  S17 1.339
33 H -4.9715 -4.8825 4.2736  C21 1.086
34 H -6.7288 -4.8752 4.1933  C21 1.084
35 H -5.8519 -3.4341 4.7822  C21 1.082
36 H -6.7055 -5.4840 1.9914  C22 1.079
37 H -5.5719 -4.7367 0.8191  C22 1.086
38 H -7.1392 -4.0025 1.1895  C22 1.086
39 C -0.6495 1.0196 -1.7925  C40 1.513, O44 1.435, H45 1.083, H46 1.090
40 C -0.6761 2.5312 -1.7426  C39 1.513, O41 1.430, H47 1.091, H48 1.086
41 O 0.2779 2.8204 -0.7179  C40 1.430, C42 1.350
42 C 1.1302 1.7768 -0.6268  O41 1.350, O43 1.182, O44 1.352
43 O 2.1354 1.7832 -0.0042  C42 1.182
44 O 0.6867 0.7287 -1.3572  C39 1.435, C42 1.352
45 H -0.8196 0.6177 -2.7837  C39 1.083
46 H -1.3581 0.5687 -1.0980  C39 1.090
47 H -0.3326 2.9871 -2.6729  C40 1.091
48 H -1.6526 2.9333 -1.4880  C40 1.086
49 C -8.0357 2.5950 2.5878  C50 1.514, O54 1.434, H55 1.086, H56 1.091
50 C -7.6536 2.6286 4.0521  C49 1.514, O51 1.432, H57 1.091, H58 1.086
51 O -7.8458 1.2660 4.4484  C50 1.432, C52 1.353
52 C -7.7482 0.4815 3.3500  O51 1.353, O53 1.183, O54 1.363
53 O -7.6894 -0.7002 3.3654  C52 1.183
54 O -7.7184 1.2456 2.2217  C49 1.434, C52 1.363
55 H -7.4723 3.2995 1.9825  C49 1.086
56 H -9.1019 2.7630 2.4293  C49 1.091
57 H -6.6065 2.8964 4.2036  C50 1.091
58 H -8.2774 3.2947 4.6402  C50 1.086
59 C 5.2491 3.6661 -1.0241  C60 1.512, O64 1.439, H65 1.084, H66 1.087
60 C 5.4401 2.7990 0.1999  C59 1.512, O61 1.438, H67 1.091, H68 1.086
61 O 6.7450 2.2393 -0.0250  C60 1.438, C62 1.348
62 C 7.4156 3.0671 -0.8512  O61 1.348, O63 1.190, O64 1.344
63 O 8.5748 2.9740 -1.1013  C62 1.190
64 O 6.6052 4.0112 -1.3588  C59 1.439, C62 1.344
65 H 4.6622 4.5567 -0.8325  C59 1.084
66 H 4.8066 3.1266 -1.8580  C59 1.087
67 H 5.4610 3.3756 1.1264  C60 1.091
68 H 4.6917 2.0168 0.2842  C60 1.086
69 C -10.8247 -7.2162 0.0843  C70 1.516, O74 1.432, H75 1.086, H76 1.091
70 C -9.3869 -7.5117 -0.2966  C69 1.516, O71 1.431, H77 1.091, H78 1.086
71 O -8.6583 -6.8219 0.7243  C70 1.431, C72 1.355
72 C -9.4641 -6.6861 1.8051  O71 1.355, O73 1.186, O74 1.352
73 O -9.0993 -6.3073 2.8683  C72 1.186
74 O -10.7328 -7.0420 1.5025  C69 1.432, C72 1.352
75 H -11.5091 -8.0242 -0.1576  C69 1.086
76 H -11.1930 -6.2902 -0.3598  C69 1.091
77 H -9.1480 -8.5748 -0.2418  C70 1.091
78 H -9.1165 -7.1363 -1.2795  C70 1.086
79 C 4.7041 -2.1592 -1.0724  C80 1.511, O84 1.444, H85 1.087, H86 1.083
80 C 5.3925 -2.4293 0.2458  C79 1.511, O81 1.434, H87 1.093, H88 1.083
81 O 4.5054 -1.8086 1.1868  C80 1.434, C82 1.351
82 C 3.2757 -1.7431 0.6313  O81 1.351, O83 1.191, O84 1.351
83 O 2.2918 -1.4216 1.2211  C82 1.191
84 O 3.3179 -2.0855 -0.6752  C79 1.444, C82 1.351
85 H 4.8507 -2.9538 -1.8000  C79 1.087
86 H 4.9916 -1.2130 -1.5147  C79 1.083
87 H 5.4545 -3.4961 0.4744  C80 1.093
88 H 6.3812 -1.9916 0.3095  C80 1.083
89 C 11.3167 4.1417 0.5799  C90 1.514, O94 1.435, H95 1.085, H96 1.091
90 C 11.3017 5.6557 0.5939  C89 1.514, O91 1.432, H97 1.091, H98 1.086
91 O 12.3048 5.9619 1.5694  C90 1.432, C92 1.356
92 C 13.1559 4.9091 1.6487  O91 1.356, O93 1.186, O94 1.353
93 O 14.1834 4.9174 2.2402  C92 1.186
94 O 12.6696 3.8513 0.9591  C89 1.435, C92 1.353
95 H 11.0871 3.7202 -0.3934  C89 1.085
96 H 10.6425 3.7096 1.3202  C89 1.091
97 H 11.5991 6.0853 -0.3641  C90 1.091
98 H 10.3423 6.0722 0.8869  C90 1.086
99 C 3.6413 8.3816 -3.6692  C100 1.516, O104 1.431, H105 1.086, H106 1.091
100 C 4.0792 8.2297 -2.2254  C99 1.516, O101 1.432, H107 1.091, H108 1.086
101 O 3.7778 6.8549 -1.9629  C100 1.432, C102 1.356
102 C 3.7633 6.1895 -3.1443  O101 1.356, O103 1.186, O104 1.352
103 O 3.7128 5.0096 -3.2484  C102 1.186
104 O 3.8189 7.0564 -4.1801  C99 1.431, C102 1.352
105 H 4.2438 9.0904 -4.2297  C99 1.086
106 H 2.5891 8.6553 -3.7606  C99 1.091
107 H 5.1510 8.3858 -2.0946  C100 1.091
108 H 3.5386 8.8769 -1.5407  C100 1.086
109 C 10.4172 -0.1830 -1.4515  C110 1.518, O114 1.436, H115 1.086, H116 1.090
110 C 10.1359 -1.0542 -0.2411  C109 1.518, O111 1.435, H117 1.091, H118 1.086
111 O 8.7361 -0.8212 -0.0257  C110 1.435, C112 1.354
112 C 8.1880 -0.4164 -1.1953  O111 1.354, O113 1.193, O114 1.347
113 O 7.0150 -0.3022 -1.3820  C112 1.193
114 O 9.1427 -0.1623 -2.1117  C109 1.436, C112 1.347
115 H 11.1803 -0.5914 -2.1076  C109 1.086
116 H 10.6867 0.8381 -1.1796  C109 1.090
117 H 10.2890 -2.1154 -0.4439  C110 1.091
118 H 10.7098 -0.7727 0.6368  C110 1.086
119 C -3.7253 4.7639 5.8592  C120 1.517, O124 1.434, H125 1.086, H126 1.091
120 C -4.1563 4.0476 7.1247  C119 1.517, O121 1.433, H127 1.091, H128 1.086
121 O -5.4673 4.5833 7.3437  C120 1.433, C122 1.350
122 C -5.9491 5.0234 6.1616  O121 1.350, O123 1.187, O124 1.355
123 O -7.0699 5.3656 5.9753  C122 1.187
124 O -4.9806 5.0168 5.2137  C119 1.434, C122 1.355
125 H -3.0818 4.1640 5.2222  C119 1.086
126 H -3.2379 5.7181 6.0631  C119 1.091
127 H -4.2364 2.9682 6.9881  C120 1.091
128 H -3.5133 4.2517 7.9757  C120 1.086
129 C -2.7381 -1.9340 -7.1839  C130 1.516, O134 1.431, H135 1.086, H136 1.091
130 C -1.2335 -1.7515 -7.1736  C129 1.516, O131 1.430, H137 1.092, H138 1.087
131 O -0.8956 -1.9379 -8.5507  C130 1.430, C132 1.357
132 C -1.9928 -1.6610 -9.2993  O131 1.357, O133 1.185, O134 1.355
133 O -1.9957 -1.5598 -10.4797  C132 1.185
134 O -3.0833 -1.5150 -8.5083  C129 1.431, C132 1.355
135 H -3.2467 -1.3275 -6.4400  C129 1.086
136 H -3.0318 -2.9766 -7.0528  C129 1.091
137 H -0.9367 -0.7457 -6.8697  C130 1.092
138 H -0.7174 -2.4764 -6.5496  C130 1.087

SMILES string   CCCOC1=C(N(C(=O)F)C(=O)F)C(=O)C(S)=C(N=C(C)C)C1=O.O=C1OCCO1.O=C1OCCO1.O=C1OCCO1.O=C1OCCO1.O=C1OCCO1.O=C1OCCO1.O=C1OCCO1.O=C1OCCO1.O=C1OCCO1.O=C1OCCO1
Orbital gap   7.9 eV